The following is a DFT calculation (ωB97M-V with the def2-TZVPD basis set) of one molecule with the formula C10H13N3 in a non-equilibrium geometry.

Structure (XYZ):
```
26
Properties=species:S:1:pos:R:3:forces:R:3:nbo_charge:R:1
H 3.9962 -1.7075 -0.7371 -2.8499 0.0542 0.5060 0.32
N 2.9151 -1.6024 -0.5200 3.5276 -0.7638 -1.1481 -0.79
C 2.7388 -0.4196 -0.0723 -0.1826 -0.4638 0.4016 0.58
N 3.7121 0.5390 0.0960 0.4458 1.1140 0.3880 -0.85
N 1.4763 -0.1154 0.3369 -1.5188 -0.3052 0.2592 -0.42
C 0.9264 1.1537 0.6772 0.6682 0.4536 -1.6889 -0.19
C -0.0800 1.5687 -0.4487 0.8630 0.5794 1.1629 -0.45
C -1.2174 0.6882 -0.1783 -2.9874 -1.5593 -0.7133 -0.02
C -2.5724 1.1292 -0.2682 0.4331 -1.3669 0.2189 -0.20
C -3.6513 0.2675 -0.0525 -0.5883 -1.5012 0.1987 -0.22
C -3.4504 -1.1426 0.1959 0.9373 2.3133 -0.3796 -0.21
C -2.1333 -1.5554 0.1536 0.9909 -0.3107 -0.2339 -0.20
C -0.9951 -0.6856 0.0462 -1.3458 1.5051 0.7463 -0.02
C 0.4319 -1.0912 0.1133 0.5193 -2.4363 0.1993 -0.29
H 4.6940 0.2773 -0.0619 -1.1191 0.1704 0.3060 0.40
H 3.5247 1.2742 0.7887 0.5740 -0.7509 -0.6105 0.39
H 0.3222 0.9884 1.5682 0.5480 0.8858 0.5424 0.21
H 1.8052 1.7871 0.6587 -0.5330 0.8907 0.8903 0.20
H 0.3626 1.4323 -1.4317 0.1530 -0.2799 -0.1016 0.22
H -0.3587 2.6203 -0.3954 -0.0625 0.0782 0.2319 0.22
H -2.7104 2.1447 -0.5585 -0.4018 0.6636 -0.0459 0.21
H -4.7183 0.5272 -0.1602 0.8042 0.5769 0.1400 0.21
H -4.2575 -1.8596 0.4113 0.3909 0.5719 -0.4616 0.22
H -2.0122 -2.6245 0.0354 0.5554 -0.2022 0.6780 0.21
H 0.6717 -2.0437 0.6078 -0.4916 0.4313 1.1762 0.23
H 0.5800 -1.5503 -0.8046 0.6702 -0.3482 -2.6624 0.25
```
Forces are in eV/Å.

* multiplicity: 1
* molecular weight: 175.24 g/mol
* highest occupied orbital energy: -8.20 eV
* ΔE to the lowest compared entry with this formula, charge and spin: 102.7 kJ/mol
* electronic energy: -15050.0306 eV